a | Entry from OMol25: a 11-piece molecular cluster, C99H209N11O11 overall (ωB97M-V with the def2-TZVPD basis set).

The geometry in XYZ format:
```
330
Properties=species:S:1:pos:R:3
C 0.5616 -3.4475 -3.7171
C -0.1758 -3.1076 -5.0597
C 0.7607 -3.2447 -6.2884
C -1.3895 -4.0322 -5.2274
C -2.3525 -3.6153 -6.3445
C -2.9785 -2.3063 -6.0022
C -1.8466 -1.2382 -5.7593
C -1.2578 -0.8925 -7.1354
C -2.5137 -0.0259 -5.1528
N -0.8424 -1.7913 -4.8243
O 0.1295 -0.8037 -4.5640
H -0.0208 -3.2631 -2.8457
H 0.8446 -4.5250 -3.9647
H 1.5294 -2.9774 -3.7256
H 1.5699 -3.8547 -5.9245
H 0.2566 -3.6996 -7.1145
H 1.3192 -2.2871 -6.5412
H -0.9769 -4.9886 -5.3326
H -1.8857 -3.9571 -4.2350
H -1.7333 -3.4490 -7.2507
H -3.1283 -4.4121 -6.5078
H -3.5656 -2.3695 -5.0959
H -3.5989 -1.9121 -6.7962
H -0.3489 -0.2959 -7.0369
H -1.9695 -0.3392 -7.7351
H -1.0353 -1.8043 -7.6634
H -3.0233 0.5665 -5.8887
H -1.7150 0.5714 -4.6605
H -3.1920 -0.2807 -4.3408
H 0.8734 -0.8824 -5.1852
C -1.2337 4.2500 3.0664
C -0.0391 5.2687 2.7674
C 0.6612 4.8356 1.5014
C -0.6278 6.6610 2.4985
C 0.3151 7.8257 2.8303
C 0.9301 7.6822 4.1870
C 1.6289 6.3926 4.4369
C 2.9297 6.4514 3.5273
C 2.0112 6.2560 5.8747
N 0.6940 5.2737 4.0851
O 1.3953 4.0418 4.2460
H -1.8341 4.3425 2.1323
H -0.8867 3.2388 3.2497
H -1.7399 4.6715 3.9602
H -0.0399 4.3595 0.8055
H 1.1534 5.6544 0.9317
H 1.4870 4.1613 1.7344
H -0.8530 6.7015 1.4260
H -1.5078 6.6666 3.1137
H 1.0482 7.9255 2.0343
H -0.2960 8.7511 2.7460
H 0.2418 7.7451 5.0273
H 1.6742 8.4784 4.3024
H 3.5292 5.5761 3.6602
H 3.5266 7.3159 3.7984
H 2.6638 6.5531 2.4942
H 1.0915 6.1834 6.4430
H 2.6637 7.0679 6.1812
H 2.5140 5.2967 6.0788
H 2.2108 4.1442 3.7006
C -4.6916 3.1503 2.7736
C -5.7913 2.4242 2.0219
C -6.4794 3.3803 1.0557
C -5.2784 1.1993 1.2451
C -6.3502 0.2324 0.8492
C -7.2413 -0.2290 1.9700
C -7.8549 1.0253 2.6811
C -8.9126 1.7613 1.8335
C -8.5923 0.6235 3.9576
N -6.7337 1.9034 3.0456
O -7.2423 3.0663 3.7174
H -3.8884 3.1343 1.9830
H -4.9827 4.1577 2.9649
H -4.4006 2.5149 3.6344
H -5.6268 3.8010 0.5593
H -7.1149 2.8417 0.3852
H -7.1772 4.1326 1.5675
H -4.8042 1.5309 0.3241
H -4.4439 0.7404 1.9434
H -7.0461 0.7812 0.1860
H -5.9535 -0.5920 0.2792
H -6.7094 -0.9089 2.6888
H -8.0234 -0.7361 1.4198
H -8.6260 1.7775 0.8071
H -9.1511 2.8263 2.0635
H -9.8371 1.1828 1.8369
H -9.0521 1.4945 4.3939
H -7.9391 0.0860 4.6518
H -9.4848 0.0162 3.7804
H -6.9605 2.9895 4.6213
C -2.0264 -3.6273 -0.3083
C -3.2502 -4.5196 -0.1368
C -3.6496 -4.3650 1.3373
C -4.4201 -4.0823 -1.0234
C -4.1975 -4.4023 -2.5055
C -3.9700 -5.8700 -2.6488
C -2.8317 -6.4410 -1.8386
C -2.8345 -8.0244 -1.7166
C -1.4420 -6.1529 -2.3770
N -3.0742 -5.9445 -0.4224
O -2.0825 -6.5623 0.3968
H -1.9235 -2.9253 0.4612
H -1.0515 -4.2313 -0.1749
H -2.0238 -3.1907 -1.3313
H -4.4125 -5.0664 1.5619
H -2.7781 -4.6289 1.9470
H -3.8769 -3.3534 1.6369
H -5.2449 -4.7033 -0.6040
H -4.5898 -3.0085 -0.8761
H -5.0631 -4.1166 -3.0724
H -3.2781 -3.8533 -2.8495
H -3.9060 -6.0109 -3.7548
H -4.8854 -6.3362 -2.4238
H -2.9723 -8.4412 -2.6829
H -3.6240 -8.3889 -1.0687
H -1.8495 -8.3611 -1.4910
H -1.3627 -6.8309 -3.2397
H -0.7158 -6.3869 -1.5293
H -1.3648 -5.1707 -2.7505
H -1.2769 -5.9628 0.5245
C 3.9153 -0.6679 -3.1050
C 4.4002 -0.6208 -4.5498
C 3.3690 0.0480 -5.4373
C 5.6669 0.2399 -4.6644
C 6.4602 -0.0721 -5.9965
C 6.6166 -1.5897 -6.2177
C 5.3678 -2.4855 -6.1105
C 4.4787 -2.3475 -7.3072
C 5.8100 -3.9046 -5.8715
N 4.7255 -2.0627 -4.8164
O 3.4806 -2.7529 -4.8210
H 4.4894 -1.3218 -2.4524
H 3.9239 0.3979 -2.7400
H 2.8905 -1.0132 -3.0536
H 2.9662 1.0405 -5.0926
H 3.7005 0.3231 -6.4509
H 2.5946 -0.6195 -5.5704
H 5.5200 1.2572 -4.7187
H 6.2979 -0.0427 -3.8203
H 5.9591 0.3446 -6.9007
H 7.3952 0.4293 -5.9056
H 7.3938 -1.9775 -5.5260
H 7.0270 -1.7401 -7.2199
H 3.5577 -2.9029 -7.0467
H 4.9906 -2.7374 -8.1637
H 4.2869 -1.2487 -7.4730
H 6.4434 -4.1646 -6.6988
H 4.9556 -4.5752 -5.8001
H 6.3126 -3.9919 -4.8567
H 3.6004 -3.4285 -4.0967
C 3.1592 -4.1130 2.6059
C 2.5455 -4.9083 1.3242
C 1.4268 -5.8486 1.8832
C 1.8326 -3.9163 0.3582
C 2.8135 -3.0519 -0.4675
C 3.6481 -4.0703 -1.2588
C 4.4699 -5.0666 -0.3780
C 5.1139 -6.2241 -1.2165
C 5.5587 -4.3243 0.3508
N 3.5418 -5.7031 0.5669
O 4.1372 -6.6072 1.3927
H 3.6739 -4.6638 3.3671
H 3.8151 -3.3185 2.2859
H 2.2680 -3.7856 3.1037
H 0.7797 -5.1386 2.3314
H 0.9716 -6.4398 1.0542
H 1.9837 -6.4434 2.6567
H 1.1668 -4.5144 -0.2877
H 1.1568 -3.3558 1.0241
H 2.2128 -2.4328 -1.0760
H 3.4462 -2.4366 0.2475
H 4.4065 -3.6307 -1.8668
H 3.0976 -4.6792 -1.9590
H 4.5335 -6.2989 -2.1571
H 5.0242 -7.1274 -0.6330
H 6.1280 -5.9532 -1.4613
H 5.3362 -3.4723 1.0339
H 6.1631 -3.8562 -0.4071
H 6.1609 -5.0147 0.9828
H 4.3736 -6.1311 2.1916
C 5.0392 0.5904 5.8847
C 4.2748 0.7323 7.2043
C 5.1944 1.2078 8.3988
C 3.1766 1.8043 7.1287
C 1.9279 1.4363 6.2103
C 1.3998 0.1234 6.6504
C 2.4432 -1.0044 6.7443
C 1.7604 -2.1811 7.4509
C 2.8232 -1.4554 5.3410
N 3.5565 -0.4660 7.6656
O 4.4723 -1.5323 7.9582
H 6.0208 1.0747 6.0357
H 5.2398 -0.4394 5.6549
H 4.6420 1.1521 5.0514
H 4.5558 1.2951 9.3180
H 5.7928 0.3455 8.6151
H 5.7770 2.0505 8.1001
H 2.8357 2.0703 8.1295
H 3.6578 2.6883 6.6782
H 1.1509 2.2035 6.2893
H 2.2259 1.3034 5.1753
H 0.6059 -0.2924 6.0091
H 0.9925 0.2861 7.6504
H 1.5773 -1.8017 8.4692
H 2.4278 -3.0145 7.3326
H 0.7945 -2.4038 7.0080
H 3.6468 -2.1837 5.3821
H 3.1271 -0.6787 4.6914
H 1.9307 -1.9069 4.9135
H 4.3917 -1.5610 8.9167
C 7.0621 1.8137 1.2743
C 5.6686 1.2674 0.8692
C 5.6301 -0.2444 0.8943
C 4.5062 1.9123 1.8407
C 4.3103 3.3585 1.6012
C 4.0856 3.6862 0.1768
C 5.1255 3.0929 -0.8136
C 4.5298 3.1539 -2.2107
C 6.4307 3.9426 -0.8826
N 5.2424 1.6708 -0.4644
O 6.2131 1.0376 -1.3908
H 7.4941 1.2760 2.0943
H 7.7644 1.7617 0.4315
H 7.0014 2.8229 1.6882
H 4.8215 -0.4631 0.2459
H 6.5231 -0.7980 0.5677
H 5.4242 -0.5904 1.9303
H 3.6409 1.3648 1.5042
H 4.7741 1.6484 2.9053
H 3.4033 3.6441 2.0662
H 5.0712 4.0399 2.0002
H 3.9372 4.7724 0.0275
H 3.0921 3.3742 -0.0912
H 5.2945 3.0489 -2.9858
H 4.0982 4.1726 -2.3256
H 3.7129 2.4754 -2.2469
H 6.3564 4.7540 -1.5885
H 7.2570 3.3750 -1.2081
H 6.7524 4.3848 0.0229
H 5.6651 0.3074 -1.6478
C -2.2187 2.9677 -0.7606
C -1.4071 1.6373 -0.6839
C -2.2861 0.4736 -0.9314
C -0.2497 1.8035 -1.6807
C 0.7857 0.6822 -1.5742
C 1.2802 0.7621 -0.1494
C 0.2170 0.5632 0.9170
C -0.2621 -0.8337 0.8994
C 0.8348 0.8414 2.2948
N -0.8183 1.5855 0.6601
O -1.8999 1.5342 1.5418
H -1.5540 3.8246 -0.5966
H -2.7548 2.9930 -1.6923
H -2.9478 2.9698 0.0321
H -2.8465 0.5944 -1.8923
H -1.8164 -0.5332 -0.9312
H -3.0521 0.4392 -0.1614
H -0.6237 1.7782 -2.7165
H 0.2813 2.8214 -1.5427
H 0.4299 -0.3136 -1.8632
H 1.6353 0.9721 -2.1771
H 1.7295 1.7499 0.0393
H 2.1478 0.1134 0.0593
H -1.2823 -0.8095 1.3096
H 0.3249 -1.5925 1.4336
H -0.4563 -1.2176 -0.1045
H 1.2962 1.8614 2.2918
H 1.6339 0.1094 2.5959
H 0.1143 0.7213 3.1022
H -1.6644 2.2651 2.1297
C -5.8525 5.6469 -5.4929
C -4.3544 5.6822 -5.9053
C -4.1423 7.0957 -6.4673
C -3.3947 5.4062 -4.7201
C -1.9358 5.1283 -5.1219
C -1.8500 3.9559 -6.1291
C -2.8371 4.1286 -7.3252
C -2.2015 5.0775 -8.3348
C -3.0796 2.7129 -8.0406
N -4.1632 4.5533 -6.8759
O -4.9637 4.9146 -7.9796
H -6.0977 6.1324 -4.5468
H -6.4874 6.0675 -6.3123
H -6.1866 4.5817 -5.4654
H -4.3504 7.8320 -5.6672
H -3.1074 7.3807 -6.7790
H -4.7901 7.4097 -7.2611
H -3.4342 6.2216 -4.0294
H -3.7170 4.5031 -4.2540
H -1.5905 6.0487 -5.5940
H -1.4410 4.9077 -4.2021
H -2.1591 2.9974 -5.5902
H -0.9111 3.6933 -6.6058
H -1.9644 6.0230 -7.8885
H -2.9304 5.1564 -9.1493
H -1.2444 4.6915 -8.6868
H -3.7965 2.8330 -8.8570
H -3.5036 2.0824 -7.3001
H -2.1300 2.2543 -8.4229
H -5.4434 4.1254 -8.1533
C -1.2864 -1.8371 4.2013
C -2.5886 -1.2620 4.7724
C -2.4006 0.2387 4.6239
C -3.8152 -1.7008 3.9635
C -4.4249 -3.0451 4.3499
C -4.5739 -3.2434 5.8473
C -3.2934 -2.9210 6.6676
C -3.6978 -2.6515 8.0917
C -2.2874 -4.0517 6.4166
N -2.8559 -1.5502 6.1957
O -1.6218 -1.2396 6.9055
H -1.1676 -2.8883 4.1705
H -1.1495 -1.5642 3.0785
H -0.4500 -1.5083 4.7572
H -3.3110 0.8255 4.9608
H -1.5666 0.6367 5.2903
H -2.1521 0.6146 3.6597
H -4.6012 -0.9178 3.9918
H -3.4015 -1.8266 2.9191
H -5.3851 -3.1841 3.7818
H -3.7951 -3.8359 3.9326
H -4.8621 -4.3303 6.1025
H -5.4548 -2.7147 6.2456
H -4.0836 -3.5430 8.4731
H -4.4858 -1.8734 8.0640
H -2.8352 -2.3652 8.6336
H -2.3114 -4.2378 5.3346
H -2.6067 -4.9086 6.9939
H -1.2794 -3.7457 6.6221
H -1.8956 -0.6245 7.6099
```

Values from the calculation:
charge = 0
HOMO-LUMO gap = 8.579 eV
M = 1729.83 g mol⁻¹
HOMO = -8.190 eV
SMILES = CC1(C)CCCC(C)(C)N1O.CC1(C)CCCC(C)(C)N1O.CC1(C)CCCC(C)(C)N1O.CC1(C)CCCC(C)(C)N1O.CC1(C)CCCC(C)(C)N1O.CC1(C)CCCC(C)(C)N1O.CC1(C)CCCC(C)(C)N1O.CC1(C)CCCC(C)(C)N1O.CC1(C)CCCC(C)(C)N1O.CC1(C)CCCC(C)(C)N1O.CC1(C)CCCC(C)(C)N1O

These are the Löwdin partial charges, in e, on atoms 1 to 8: number 1, C, carries -0.01; number 2, C, carries -0.47; number 3, C, carries -0.01; number 4, C, carries -0.14; number 5, C, carries -0.17; number 6, C, carries -0.13; number 7, C, carries -0.49; number 8, C, carries -0.02

b | Entry from OMol25: a 11-piece molecular cluster, C99H209N11O11 overall (ωB97M-V with the def2-TZVPD basis set).

The geometry in XYZ format:
```
330
Properties=species:S:1:pos:R:3
C -1.9420 -34.6461 17.4117
C -1.4187 -33.5456 18.3669
C -0.1828 -34.1160 19.1502
C -0.9777 -32.3273 17.5211
C -1.0156 -30.9157 18.0583
C -2.3116 -30.7099 18.8670
C -2.4986 -31.7785 19.9221
C -1.3889 -31.5577 20.9984
C -3.9259 -31.5455 20.4876
N -2.4924 -33.0998 19.3152
O -3.0760 -34.0838 20.0450
H -2.3851 -35.5555 17.8178
H -2.7445 -34.2148 16.8133
H -1.1733 -34.9488 16.7007
H 0.1880 -33.3985 19.8822
H -0.3994 -35.0653 19.6399
H 0.7478 -34.1846 18.5869
H -0.0097 -32.5319 17.0638
H -1.6807 -32.3512 16.6884
H -0.1789 -30.7331 18.7325
H -1.0969 -30.0904 17.3509
H -3.0857 -30.7104 18.0995
H -2.3224 -29.6900 19.2517
H -1.3283 -30.6093 21.5322
H -0.3917 -31.6673 20.5722
H -1.4863 -32.4321 21.6419
H -4.2198 -32.2457 21.2695
H -4.6999 -31.6731 19.7308
H -4.0778 -30.5580 20.9231
H -3.6227 -34.5116 19.3820
C -8.5152 -24.1871 21.3879
C -8.5443 -25.6517 22.0246
C -9.7255 -26.4767 21.4402
C -7.1636 -26.2355 21.6303
C -6.8425 -27.4985 22.3421
C -6.9730 -27.3114 23.8938
C -8.3887 -26.6701 24.3850
C -9.4906 -27.7843 24.3441
C -8.2601 -26.1565 25.8369
N -8.7125 -25.5036 23.4798
O -9.9146 -24.7878 23.6944
H -9.4698 -23.6642 21.4450
H -7.8658 -23.5161 21.9502
H -8.2427 -24.1868 20.3325
H -9.6670 -27.5124 21.7749
H -10.6660 -26.0955 21.8380
H -9.6155 -26.4170 20.3574
H -7.2370 -26.4850 20.5718
H -6.3668 -25.5149 21.8145
H -7.3904 -28.3823 22.0152
H -5.7877 -27.7454 22.2217
H -6.0923 -26.8344 24.3239
H -6.8633 -28.3156 24.3031
H -10.5018 -27.4246 24.1537
H -9.4750 -28.4025 25.2416
H -9.3718 -28.5043 23.5344
H -7.6241 -25.2714 25.8235
H -7.9705 -26.9367 26.5408
H -9.2746 -25.9023 26.1440
H -9.6434 -23.9894 24.1533
C -7.0763 -18.3342 14.4575
C -6.4216 -19.4881 15.3265
C -4.9428 -19.2277 15.6413
C -7.3513 -19.6270 16.6003
C -7.1113 -20.9526 17.3182
C -7.3768 -22.1636 16.3972
C -6.5822 -22.1691 15.0532
C -5.1634 -22.6883 15.3888
C -7.3296 -22.9957 13.9884
N -6.5839 -20.7765 14.5397
O -5.8289 -20.6728 13.2901
H -6.4317 -17.8629 13.7156
H -7.8714 -18.7119 13.8147
H -7.4922 -17.6854 15.2284
H -4.8166 -18.7368 16.6062
H -4.3710 -20.1498 15.7457
H -4.5694 -18.5556 14.8687
H -7.2358 -18.8186 17.3222
H -8.4184 -19.6354 16.3781
H -6.1130 -21.0104 17.7520
H -7.8546 -20.9769 18.1152
H -8.4424 -22.3136 16.2238
H -7.1566 -23.0555 16.9838
H -4.6159 -22.3097 16.2520
H -4.5065 -22.5111 14.5372
H -5.1782 -23.7633 15.5681
H -7.0959 -24.0275 14.2508
H -7.0098 -22.8787 12.9530
H -8.4052 -22.8868 14.1275
H -6.5125 -20.5036 12.6377
C 1.1391 -16.7568 18.7288
C 0.4760 -17.6397 17.6201
C -0.9470 -17.1473 17.3361
C 1.4140 -17.5980 16.3460
C 1.2033 -18.8076 15.4152
C 1.4572 -20.0518 16.2030
C 0.5467 -20.1891 17.3993
C -0.8286 -20.6980 16.8385
C 1.0871 -21.3718 18.3345
N 0.4930 -18.9444 18.1995
O -0.2350 -19.0792 19.3336
H 2.1653 -16.9790 19.0214
H 1.0379 -15.6850 18.5583
H 0.5857 -16.8178 19.6658
H -1.4355 -17.9017 16.7193
H -1.5776 -17.2329 18.2210
H -1.0103 -16.1198 16.9780
H 0.9565 -16.7846 15.7828
H 2.4674 -17.3754 16.5159
H 0.2468 -18.7186 14.9001
H 1.9901 -18.6517 14.6771
H 2.4662 -20.0224 16.6141
H 1.4196 -20.8810 15.4966
H -1.4977 -20.9389 17.6646
H -0.8725 -21.5710 16.1873
H -1.2124 -19.9132 16.1868
H 0.3725 -21.6249 19.1177
H 1.9648 -21.0966 18.9193
H 1.3522 -22.2569 17.7563
H 0.4241 -18.8581 19.9957
C 5.5812 -25.8145 23.5249
C 4.0985 -25.5252 23.7202
C 3.1957 -26.5341 22.9432
C 3.6761 -25.7275 25.1771
C 4.1542 -24.6594 26.1735
C 3.7054 -23.2905 25.6017
C 4.0528 -23.0024 24.1356
C 3.0513 -21.8462 23.7000
C 5.5549 -22.7161 24.1429
N 3.6220 -24.1946 23.2951
O 3.6190 -23.9672 21.8799
H 5.8496 -26.8260 23.8297
H 5.9047 -25.7018 22.4901
H 6.2989 -25.1754 24.0393
H 3.1850 -27.5739 23.2698
H 2.1870 -26.1222 22.9741
H 3.4820 -26.6487 21.8977
H 2.5877 -25.7845 25.1957
H 4.0452 -26.6614 25.6010
H 3.8043 -24.7895 27.1976
H 5.2234 -24.8139 26.3187
H 4.0618 -22.5566 26.3245
H 2.6451 -23.0703 25.7257
H 3.3451 -20.9264 24.2057
H 2.0029 -22.1038 23.8499
H 3.1630 -21.5409 22.6596
H 5.7377 -21.6699 23.8978
H 6.0901 -23.2164 23.3358
H 6.0583 -22.9591 25.0786
H 2.7400 -24.1901 21.5648
C -6.8293 -17.7220 23.4357
C -5.9576 -18.6914 22.5644
C -6.2990 -20.1860 22.9170
C -6.2936 -18.3520 21.0753
C -5.2042 -18.8742 20.0797
C -3.7924 -18.4149 20.3841
C -3.4434 -18.6788 21.8833
C -3.0042 -20.1339 22.0350
C -2.2295 -17.7257 22.1862
N -4.5287 -18.2947 22.7992
O -4.1671 -18.4366 24.1757
H -6.3840 -16.7271 23.4415
H -7.8824 -17.6345 23.1684
H -6.7044 -18.0720 24.4604
H -5.7915 -21.0272 22.4449
H -6.2019 -20.3699 23.9870
H -7.3504 -20.3451 22.6780
H -7.2341 -18.8262 20.7946
H -6.3284 -17.2757 20.9065
H -5.2476 -19.9556 20.2087
H -5.5600 -18.6992 19.0643
H -3.5441 -17.3927 20.0984
H -3.1886 -19.1951 19.9206
H -2.2006 -20.3886 21.3439
H -3.8663 -20.7884 21.9066
H -2.6520 -20.2478 23.0602
H -1.3490 -17.8416 21.5542
H -1.8416 -17.9800 23.1726
H -2.4815 -16.6652 22.1782
H -4.0636 -17.4962 24.3388
C -1.2533 -24.6485 14.8775
C -0.0800 -25.5786 14.8381
C 0.9582 -24.9884 13.8831
C 0.4996 -25.7296 16.2587
C 1.4485 -26.9545 16.3668
C 0.5986 -28.2223 16.1317
C 0.0689 -28.2398 14.6574
C 1.2275 -28.5923 13.7030
C -0.9831 -29.3439 14.5184
N -0.5718 -26.8878 14.3643
O -1.2155 -26.8947 13.1536
H -0.8885 -23.6663 15.1779
H -1.7611 -24.6288 13.9132
H -2.0341 -25.0338 15.5334
H 0.8029 -23.9136 13.7890
H 1.9851 -25.0577 14.2418
H 0.8610 -25.5151 12.9337
H 1.0496 -24.8125 16.4697
H -0.2755 -25.5772 17.0097
H 2.3562 -26.8568 15.7713
H 1.8629 -27.0448 17.3709
H -0.2266 -28.3211 16.8369
H 1.1661 -29.1453 16.2504
H 0.9160 -28.6461 12.6598
H 1.6779 -29.5665 13.8933
H 1.9935 -27.8204 13.7766
H -1.7755 -29.1996 15.2527
H -0.6763 -30.3285 14.8712
H -1.3846 -29.5566 13.5276
H -2.1075 -26.6092 13.3645
C -4.2159 -21.0773 27.8404
C -4.4537 -22.4877 27.3315
C -5.5110 -23.2698 28.2666
C -5.1644 -22.2559 25.9250
C -4.9665 -23.4882 25.0265
C -3.4613 -23.9160 24.9105
C -2.7978 -24.1943 26.2893
C -3.3201 -25.5645 26.8174
C -1.2954 -24.1846 26.0883
N -3.0507 -23.0839 27.2757
O -2.6177 -23.3973 28.5525
H -3.4694 -20.4878 27.3082
H -5.1471 -20.5109 27.8444
H -3.9295 -21.1412 28.8902
H -6.5011 -22.8157 28.3075
H -5.8086 -24.2266 27.8376
H -5.0959 -23.2873 29.2743
H -6.2412 -22.1119 26.0139
H -4.7107 -21.4178 25.3959
H -5.5114 -24.3996 25.2726
H -5.3431 -23.2209 24.0392
H -2.9832 -23.0516 24.4497
H -3.4472 -24.8198 24.3014
H -4.4091 -25.5661 26.7705
H -2.9479 -25.7511 27.8247
H -2.9670 -26.4266 26.2516
H -0.9770 -24.8867 25.3177
H -0.7988 -24.6107 26.9600
H -0.9176 -23.2715 25.6282
H -2.1175 -22.5929 28.7085
C -1.4145 -25.7905 22.0482
C -1.1783 -25.5223 20.5376
C 0.2821 -25.3604 20.3329
C -1.7022 -26.7580 19.7229
C -3.2356 -26.8303 19.6452
C -3.6998 -25.5495 18.9376
C -3.2465 -24.2513 19.6375
C -3.4477 -23.1738 18.6049
C -4.0609 -24.1030 21.0376
N -1.7853 -24.2972 19.9672
O -1.2694 -23.0588 20.5068
H -1.3418 -24.9148 22.6930
H -2.3797 -26.2522 22.2565
H -0.7232 -26.5092 22.4883
H 0.7242 -26.2672 20.7456
H 0.6434 -25.1725 19.3218
H 0.5594 -24.5660 21.0259
H -1.2443 -26.7324 18.7341
H -1.3164 -27.7008 20.1106
H -3.5388 -27.7527 19.1500
H -3.6462 -26.9927 20.6418
H -4.7807 -25.6893 18.9235
H -3.4171 -25.5617 17.8850
H -3.0579 -23.4304 17.6199
H -3.0823 -22.2063 18.9491
H -4.5064 -23.0509 18.3767
H -5.0124 -23.6109 20.8358
H -3.5977 -23.4181 21.7478
H -4.1626 -25.1057 21.4529
H -1.2240 -22.4564 19.7607
C -7.0106 -27.1683 12.5556
C -6.2494 -27.8672 13.6833
C -6.0815 -29.3511 13.2084
C -4.9134 -27.0848 13.7271
C -4.2268 -27.3501 15.0390
C -5.1175 -26.7989 16.1692
C -6.4867 -27.4874 16.3044
C -6.3691 -28.8327 17.0489
C -7.3780 -26.4809 17.1433
N -7.0571 -27.5913 14.9261
O -8.3349 -28.2123 14.8934
H -7.2631 -26.1395 12.8122
H -6.4707 -27.2118 11.6098
H -7.9072 -27.7499 12.3410
H -5.2730 -29.8447 13.7476
H -6.9988 -29.9397 13.1934
H -5.7492 -29.2850 12.1724
H -4.2707 -27.5534 12.9818
H -4.9125 -26.0258 13.4692
H -4.1227 -28.4315 15.1282
H -3.2684 -26.8332 14.9907
H -5.0508 -25.7111 16.1531
H -4.4485 -27.0276 16.9988
H -6.2207 -28.6575 18.1144
H -5.6435 -29.5767 16.7199
H -7.3626 -29.2563 17.1956
H -7.0266 -26.2604 18.1513
H -8.3733 -26.9077 17.2674
H -7.6374 -25.5122 16.7163
H -8.9656 -27.5003 14.7635
C 0.5569 -28.6501 28.2255
C 1.3423 -29.8643 27.7883
C 2.6112 -30.0395 28.6428
C 0.4703 -31.1050 28.1099
C -0.6778 -31.2826 27.1115
C -0.1064 -31.3807 25.6859
C 0.7517 -30.1868 25.3181
C 1.4697 -30.5836 23.9971
C -0.1365 -28.9501 24.9155
N 1.7484 -29.8627 26.3770
O 2.6625 -28.8757 26.0144
H -0.4857 -28.8216 27.9576
H 0.6032 -28.4883 29.3024
H 0.8517 -27.7079 27.7634
H 3.2628 -29.1845 28.4627
H 2.3656 -29.9883 29.7035
H 3.1009 -30.9518 28.3021
H 1.1066 -31.9881 28.0520
H 0.0979 -31.0456 29.1326
H -1.1885 -32.2367 27.2415
H -1.4560 -30.5245 27.2007
H -1.0340 -31.2676 25.1248
H 0.3684 -32.3591 25.6133
H 1.4494 -31.6467 23.7572
H 2.4865 -30.1915 23.9744
H 1.0738 -30.1978 23.0577
H -0.9518 -29.1447 24.2187
H 0.4935 -28.1900 24.4535
H -0.6979 -28.5249 25.7474
H 2.0969 -28.1947 25.6430
```

Values from the calculation:
charge = 0
HOMO-LUMO gap = 8.351 eV
M = 1729.83 g mol⁻¹
HOMO = -7.952 eV
SMILES = CC1(C)CCCC(C)(C)N1O.CC1(C)CCCC(C)(C)N1O.CC1(C)CCCC(C)(C)N1O.CC1(C)CCCC(C)(C)N1O.CC1(C)CCCC(C)(C)N1O.CC1(C)CCCC(C)(C)N1O.CC1(C)CCCC(C)(C)N1O.CC1(C)CCCC(C)(C)N1O.CC1(C)CCCC(C)(C)N1O.CC1(C)CCCC(C)(C)N1O.CC1(C)CCCC(C)(C)N1O

These are the Löwdin partial charges, in e, on atoms 1 to 8: number 1, C, carries -0.04; number 2, C, carries -0.44; number 3, C, carries -0.03; number 4, C, carries -0.13; number 5, C, carries -0.17; number 6, C, carries -0.15; number 7, C, carries -0.49; number 8, C, carries -0.02

Bottom line: a, by a margin of 259.7 kJ/mol.